C5H41N2O14 | the ωB97M-V functional and the def2-TZVPD basis

Calculated values
Total energy   -1377.77019 Eh
Net charge   +1

Last column: Mulliken charge in e.
Element x y z (Å)
1 O -0.595 -2.989 -1.630  -0.519
2 O -1.809 1.815 -1.900  -0.707
3 O -0.610 0.101 -3.896  -0.604
4 O 2.033 -1.518 -3.606  -0.665
5 O 1.347 4.091 1.343  -0.662
6 O 1.384 1.928 3.181  -0.414
7 O 2.867 0.207 -1.231  -0.630
8 O 1.303 -2.940 0.295  -0.753
9 O 3.167 -0.706 3.013  -0.534
10 O -0.442 -3.139 2.330  -0.730
11 O -2.371 -2.639 0.619  -0.897
12 O -2.622 -1.133 -2.203  -0.645
13 O 0.301 2.687 -3.447  -0.612
14 O -2.102 -1.198 3.601  -0.605
15 N -1.436 0.172 0.834  0.646
16 N 0.893 1.920 -0.785  0.037
17 C 2.220 0.030 0.045  -0.659
18 C -0.064 0.545 1.070  -1.094
19 C -2.061 2.510 1.742  -1.112
20 C 0.808 0.520 -0.204  1.264
21 C -2.492 1.121 1.358  -0.663
22 H 0.841 3.633 2.015  0.310
23 H -1.740 2.655 2.774  0.326
24 H 0.701 -2.707 1.033  0.364
25 H 2.183 -1.204 -2.708  0.306
26 H 3.798 -0.027 -1.167  0.351
27 H -0.374 -2.357 2.891  0.370
28 H -1.773 -1.090 -2.649  0.292
29 H -2.865 0.612 2.248  0.378
30 H -3.354 1.101 0.695  0.456
31 H -1.241 -0.139 -4.583  0.275
32 H -1.381 3.019 1.045  0.225
33 H 0.075 1.533 1.483  -0.191
34 H -2.419 -1.645 2.815  0.201
35 H 2.592 -2.254 -3.848  0.281
36 H 0.176 3.469 -3.991  0.265
37 H -1.830 -2.647 -0.185  0.296
38 H -2.287 -1.719 0.919  0.453
39 H -2.700 -2.002 -1.812  0.305
40 H -2.239 1.017 -2.236  0.301
41 H 0.094 -2.911 -0.950  0.429
42 H -1.526 2.208 -2.742  0.314
43 H 2.729 0.725 0.717  0.379
44 H 2.868 -1.581 2.741  0.259
45 H -0.098 2.010 -1.087  0.317
46 H 1.311 2.303 4.067  0.246
47 H 0.480 -0.102 1.766  -0.093
48 H -2.489 -1.647 4.359  0.290
49 H 0.309 1.895 -3.992  0.332
50 H 4.081 -0.897 3.258  0.296
51 H 2.227 1.470 3.249  0.191
52 H 1.865 -3.626 0.663  0.332
53 H 2.171 4.379 1.743  0.298
54 H -0.696 -3.912 -1.876  0.188
55 H -1.380 -3.321 2.171  0.328
56 H -2.856 3.261 1.647  0.431
57 H -1.729 0.058 -0.129  0.253
58 H 2.204 -0.996 0.395  0.206
59 H 0.958 2.612 -0.053  0.160
60 H 0.032 -0.616 -3.829  0.276
61 H 0.356 -0.084 -0.995  0.051
62 H 1.529 1.967 -1.575  0.508